# 1
156
Properties=species:S:1:pos:R:3 method="wB97M-V/def2-TZVPD" e_homo_ev=-9.3 homo_lumo_gap_ha=0.3164 smiles="C[C@@H](O)CO[C@@H](Cl)O[C@H](CCC(F)(F)C(F)(F)C(F)(F)C(F)(F)C(F)(F)C(F)(F)C(F)(F)C(F)(F)F)[C@@H](N)P(O)Br.O=[N+]([O-])c1ccccc1.O=[N+]([O-])c1ccccc1.O=[N+]([O-])c1ccccc1.O=[N+]([O-])c1ccccc1.O=[N+]([O-])c1ccccc1.O=[N+]([O-])c1ccccc1.O=[N+]([O-])c1ccccc1" e_lumo_ev=-0.64 e_tot_ha=-9106.3480
C 2.227 0.673 0.738
C 3.117 0.024 -0.372
O 4.490 0.117 0.085
C 2.834 -1.487 -0.622
O 2.145 -1.638 -1.879
C 0.777 -1.893 -1.706
Cl -0.052 -0.721 -2.842
O 0.565 -3.215 -2.062
C -0.474 -3.890 -1.350
C -1.783 -3.033 -1.181
C -2.923 -3.977 -0.711
C -4.327 -3.599 -1.233
F -4.735 -4.657 -2.025
F -4.333 -2.523 -2.066
C -5.428 -3.495 -0.128
F -5.215 -4.580 0.687
F -6.670 -3.675 -0.611
C -5.319 -2.248 0.801
F -4.108 -2.194 1.406
F -6.197 -2.472 1.823
C -5.719 -0.865 0.164
F -6.363 -0.955 -1.019
F -6.597 -0.271 1.018
C -4.537 0.148 0.011
F -3.408 -0.388 -0.499
F -4.242 0.576 1.278
C -4.868 1.416 -0.859
F -4.673 1.067 -2.157
F -6.139 1.839 -0.724
C -3.942 2.635 -0.465
F -4.560 3.214 0.595
F -2.681 2.262 -0.192
C -3.853 3.718 -1.596
F -3.182 4.772 -1.077
F -3.122 3.295 -2.632
F -5.054 4.142 -1.986
C 0.013 -4.594 -0.022
N 1.227 -5.378 -0.324
P 0.213 -3.463 1.448
O -1.282 -2.877 1.882
Br 0.768 -4.898 3.097
H 1.503 1.404 0.340
H 2.898 1.248 1.401
H 1.765 -0.130 1.337
H 3.110 0.587 -1.322
H 4.538 -0.438 0.881
H 2.359 -2.010 0.226
H 3.825 -1.962 -0.762
H 0.483 -1.630 -0.678
H -0.794 -4.723 -2.009
H -1.641 -2.183 -0.498
H -1.954 -2.600 -2.184
H -2.871 -4.057 0.388
H -2.683 -4.992 -1.078
H -0.775 -5.337 0.240
H 2.007 -4.718 -0.326
H 1.113 -5.724 -1.276
H -1.202 -1.916 1.779
O -1.087 4.575 7.206
N -1.455 3.845 6.307
O -0.991 2.743 6.078
C -2.532 4.327 5.433
C -3.062 5.589 5.639
C -4.064 6.048 4.797
C -4.527 5.244 3.764
C -3.994 3.976 3.574
C -2.991 3.513 4.411
H -2.706 6.220 6.441
H -4.482 7.035 4.944
H -5.306 5.606 3.105
H -4.358 3.351 2.775
H -2.578 2.525 4.256
O 4.926 2.144 0.242
N 5.895 2.640 0.778
O 6.916 2.029 1.052
C 5.842 4.069 1.126
C 4.688 4.789 0.864
C 4.633 6.129 1.213
C 5.726 6.737 1.812
C 6.880 6.008 2.060
C 6.941 4.666 1.719
H 3.833 4.322 0.395
H 3.734 6.701 1.019
H 5.679 7.783 2.088
H 7.733 6.485 2.526
H 7.842 4.103 1.920
O 5.616 -4.910 -6.197
N 4.839 -4.224 -5.556
O 3.889 -4.658 -4.936
C 5.063 -2.774 -5.538
C 6.118 -2.233 -6.264
C 6.310 -0.861 -6.263
C 5.456 -0.040 -5.537
C 4.412 -0.590 -4.806
C 4.213 -1.962 -4.805
H 6.788 -2.863 -6.834
H 7.124 -0.430 -6.830
H 5.604 1.033 -5.542
H 3.750 0.050 -4.238
H 3.393 -2.379 -4.234
O -4.987 2.561 7.056
N -5.470 1.998 6.092
O -6.220 2.522 5.291
C -5.127 0.585 5.883
C -4.305 -0.059 6.794
C -4.004 -1.400 6.604
C -4.519 -2.080 5.508
C -5.334 -1.421 4.595
C -5.641 -0.081 4.782
H -3.901 0.465 7.650
H -3.369 -1.917 7.312
H -4.285 -3.129 5.365
H -5.731 -1.951 3.742
H -6.278 0.426 4.070
O 7.527 8.263 -1.815
N 7.635 7.074 -1.587
O 7.094 6.494 -0.665
C 8.482 6.277 -2.484
C 9.147 6.902 -3.525
C 9.964 6.149 -4.355
C 10.105 4.784 -4.139
C 9.425 4.167 -3.096
C 8.609 4.915 -2.262
H 9.041 7.964 -3.698
H 10.494 6.627 -5.168
H 10.748 4.199 -4.785
H 9.535 3.103 -2.932
H 8.085 4.430 -1.450
O 2.697 0.288 -8.418
N 2.192 -0.271 -9.373
O 1.404 0.249 -10.139
C 2.558 -1.673 -9.615
C 3.425 -2.307 -8.742
C 3.752 -3.638 -8.958
C 3.214 -4.317 -10.044
C 2.353 -3.667 -10.918
C 2.021 -2.337 -10.705
H 3.849 -1.787 -7.893
H 4.424 -4.147 -8.280
H 3.467 -5.357 -10.208
H 1.938 -4.198 -11.765
H 1.348 -1.837 -11.388
O -4.840 -5.605 7.533
N -5.504 -4.745 8.080
O -5.050 -3.871 8.793
C -6.957 -4.763 7.865
C -7.516 -5.763 7.088
C -8.890 -5.790 6.906
C -9.688 -4.819 7.496
C -9.115 -3.816 8.265
C -7.742 -3.785 8.453
H -6.899 -6.522 6.626
H -9.339 -6.571 6.305
H -10.762 -4.846 7.357
H -9.739 -3.059 8.722
H -7.301 -3.003 9.056



# 2
148
Properties=species:S:1:pos:R:3 method="wB97M-V/def2-TZVPD" e_homo_ev=-9.4 homo_lumo_gap_ha=0.2826 smiles="[H]/N=C(/C)C[C@@H]1C[C@@](CCCCNC(C)=O)([C@H](F)CC)NC1=O.O=C1C=C(O)C(=O)C=C1O.O=C1C=C(O)C(=O)C=C1O.O=C1C=C(O)C(=O)C=C1O.O=C1C=C(O)C(=O)C=C1O.O=C1C=C(O)C(=O)C=C1O.O=C1C=C(O)C(=O)C=C1O.O=C1C=C(O)C(=O)C=C1O" e_lumo_ev=-1.71 e_tot_ha=-4765.0290
H -0.642 -1.329 -1.797
N 0.244 -0.832 -1.924
C 1.079 -1.234 -1.056
C 2.486 -0.660 -1.083
C 0.659 -2.308 -0.041
C 0.163 -1.753 1.298
C -1.172 -0.932 1.334
C -1.061 0.006 2.549
C -0.737 1.530 2.309
C -1.376 2.207 1.039
C -2.486 3.256 1.353
C -3.908 2.651 1.425
N -4.243 2.053 0.128
C -5.644 1.753 -0.031
C -6.124 1.843 -1.482
O -6.363 1.473 0.881
C -2.118 -0.111 3.720
F -1.478 -0.411 4.927
C -3.187 -1.189 3.528
C -4.236 -0.816 2.436
N 0.211 -0.494 3.199
C 1.076 -0.866 2.151
O 2.224 -0.565 2.031
H 2.470 0.414 -0.870
H 3.162 -1.219 -0.427
H 2.878 -0.788 -2.105
H -0.087 -2.964 -0.512
H 1.549 -2.928 0.179
H 0.003 -2.630 1.947
H -1.231 -0.481 0.331
H -1.950 -1.706 1.308
H -1.078 2.113 3.175
H 0.345 1.699 2.265
H -1.729 1.502 0.277
H -0.573 2.787 0.560
H -2.500 3.964 0.506
H -2.263 3.823 2.263
H -4.625 3.465 1.600
H -3.960 1.959 2.282
H -3.755 1.171 -0.028
H -5.532 2.659 -1.927
H -5.914 0.902 -2.011
H -7.193 2.070 -1.530
H -2.640 0.838 3.920
H -3.749 -1.260 4.472
H -2.775 -2.188 3.331
H -4.645 -1.759 2.046
H -3.820 -0.184 1.646
H -5.091 -0.291 2.883
H 0.681 0.205 3.770
O 2.465 -4.634 -0.135
C 3.469 -5.175 0.303
C 4.723 -4.471 0.526
C 5.790 -5.133 0.990
O 6.959 -4.529 1.211
C 5.738 -6.601 1.288
O 6.746 -7.152 1.689
C 4.474 -7.300 1.085
C 3.406 -6.636 0.627
O 2.226 -7.226 0.426
H 4.749 -3.413 0.305
H 7.561 -5.225 1.540
H 4.442 -8.354 1.319
H 1.630 -6.523 0.095
O -1.175 4.175 -6.786
C -2.174 4.089 -6.096
C -2.707 5.201 -5.318
C -3.796 5.037 -4.566
O -4.314 6.035 -3.835
C -4.500 3.724 -4.482
O -5.470 3.632 -3.749
C -3.987 2.613 -5.276
C -2.899 2.779 -6.037
O -2.394 1.791 -6.781
H -2.187 6.145 -5.377
H -5.091 5.656 -3.382
H -4.515 1.672 -5.219
H -1.611 2.168 -7.228
O -3.779 -4.620 -5.375
C -2.975 -4.903 -4.506
C -1.593 -4.435 -4.513
C -0.756 -4.798 -3.534
O 0.517 -4.389 -3.498
C -1.197 -5.688 -2.413
O -0.385 -5.997 -1.562
C -2.585 -6.136 -2.393
C -3.421 -5.770 -3.370
O -4.704 -6.159 -3.392
H -1.286 -3.795 -5.328
H 0.906 -4.787 -2.694
H -2.895 -6.765 -1.570
H -5.087 -5.764 -4.201
O -6.089 -11.838 -5.932
C -5.211 -11.363 -5.236
C -4.074 -12.136 -4.747
C -3.150 -11.558 -3.973
O -2.091 -12.227 -3.505
C -3.246 -10.116 -3.579
O -2.385 -9.647 -2.856
C -4.370 -9.337 -4.085
C -5.292 -9.914 -4.863
O -6.337 -9.238 -5.351
H -4.016 -13.176 -5.037
H -1.583 -11.584 -2.973
H -4.418 -8.292 -3.807
H -6.849 -9.882 -5.877
O 0.019 4.228 2.607
C 0.904 4.848 3.172
C 2.124 4.220 3.663
C 3.052 4.953 4.292
O 4.183 4.423 4.761
C 2.873 6.424 4.513
O 3.747 7.027 5.104
C 1.662 7.057 4.001
C 0.737 6.325 3.370
O -0.384 6.865 2.882
H 2.242 3.158 3.499
H 4.673 5.161 5.180
H 1.553 8.122 4.152
H -0.880 6.129 2.472
O 11.105 4.260 6.926
C 9.959 4.663 6.877
C 9.513 5.690 5.940
C 8.241 6.101 5.949
O 7.787 7.038 5.109
C 7.239 5.535 6.907
O 6.099 5.965 6.876
C 7.676 4.494 7.828
C 8.949 4.079 7.817
O 9.393 3.127 8.641
H 10.246 6.092 5.255
H 6.840 7.156 5.323
H 6.939 4.081 8.503
H 10.342 3.016 8.432
O 2.573 7.722 -0.811
C 1.895 7.042 -1.558
C 2.221 6.834 -2.966
C 1.424 6.087 -3.739
O 1.683 5.869 -5.032
C 0.185 5.447 -3.196
O -0.513 4.792 -3.948
C -0.130 5.635 -1.785
C 0.668 6.379 -1.012
O 0.418 6.575 0.288
H 3.118 7.304 -3.345
H 0.957 5.303 -5.365
H -1.019 5.152 -1.403
H 1.139 7.149 0.615